--- P ---
ORCA calculation (ωB97M-V with the def2-TZVPD basis set) on an isolated molecule of C3H5NO3S.

orbital gap: 9.7 eV
HOMO: -0.3474 Ha

```
! wB97M-V def2-TZVPD RIJCOSX def2/J DEFGRID3
* xyz 0 1
C -2.37 -0.52 0.25
C -0.34 0.80 -0.14
C 2.40 -0.17 0.34
H -2.42 -0.86 1.50
H -1.68 -1.44 -0.43
H -3.57 -0.24 -0.06
H 1.90 0.43 -1.50
H 1.80 -0.17 1.30
N 1.59 -0.37 -0.86
O -1.60 0.66 0.00
O 0.20 -0.36 -0.65
O 3.58 0.02 0.36
S 0.52 2.21 -0.12
*
```

--- Q ---
ORCA calculation (ωB97M-V with the def2-TZVPD basis set) on a structure of composition C3H5NO3S.

orbital gap: 10.6 eV
HOMO: -0.3719 Ha

```
! wB97M-V def2-TZVPD RIJCOSX def2/J DEFGRID3
* xyz 0 1
C 0.10 -1.13 -0.03
C 1.05 -0.28 -0.67
C 1.29 1.11 -0.01
N -1.03 -1.53 0.34
O 1.35 -1.40 0.21
O -3.41 0.27 -0.46
O -1.68 1.10 0.95
S -2.02 0.41 -0.29
H 1.24 -0.54 -1.64
H 1.09 1.19 1.05
H 0.89 1.85 -0.54
H 2.34 1.18 0.04
H -1.21 -2.23 1.04
*
```

--- R ---
ORCA calculation (ωB97M-V with the def2-TZVPD basis set) on a structure of composition C3H5NO3S.

orbital gap: 10.0 eV
HOMO: -0.3364 Ha

```
! wB97M-V def2-TZVPD RIJCOSX def2/J DEFGRID3
* xyz 0 1
C -0.24 -0.09 -1.25
C -0.53 0.75 -2.24
C 0.35 0.10 1.08
N -0.49 0.51 -0.01
O -1.15 3.01 0.53
O 0.86 2.65 -0.64
O -1.07 2.00 -1.79
S -0.40 2.24 -0.37
H 0.32 -0.98 -1.48
H -0.61 0.52 -3.29
H 1.13 -0.65 0.68
H 0.83 1.03 1.29
H -0.29 -0.21 1.90
*
```

Verdict on stability: P comes out at the bottom.

--- P ---
ORCA calculation (ωB97M-V with the def2-TZVPD basis set) on a cluster of 2 separate species, C2H7N3O2 in total.

orbital gap: 10.2 eV
HOMO: -0.3549 Ha

```
! wB97M-V def2-TZVPD RIJCOSX def2/J DEFGRID3
* xyz 0 1
C 1.40 0.88 1.82
C -0.75 -0.51 -0.38
H -1.17 -2.43 -3.08
H -0.94 -0.87 -3.14
H 1.67 2.68 1.32
H 1.76 -0.06 2.20
H -0.28 1.54 0.79
H -0.69 -0.93 1.74
H -1.40 -1.34 -0.63
N 2.13 1.91 1.78
N 0.07 0.84 1.45
N -0.36 -0.36 0.97
O -0.82 -1.71 -3.60
O -0.61 0.36 -1.23
*
```

--- Q ---
ORCA calculation (ωB97M-V with the def2-TZVPD basis set) on an isolated molecule of C2H7N3O2.

orbital gap: 10.3 eV
HOMO: -0.3479 Ha

```
! wB97M-V def2-TZVPD RIJCOSX def2/J DEFGRID3
* xyz 0 1
C -0.74 -1.75 -0.68
N -0.12 0.44 -0.37
C -0.44 0.69 0.96
N 1.13 0.77 -0.87
N 0.51 1.43 1.60
O -0.95 -0.38 -1.14
O -1.44 0.26 1.48
H 1.72 -0.06 -0.97
H 1.02 1.19 -1.79
H 0.26 1.80 2.50
H 1.21 1.90 1.05
H -1.35 -2.33 -1.37
H -1.12 -1.87 0.34
H 0.30 -2.09 -0.75
*
```

Verdict on stability: Q comes out at the bottom.

--- P ---
ORCA calculation (ωB97M-V with the def2-TZVPD basis set) on an isolated molecule of C2H7N3O2.

orbital gap: 9.9 eV
HOMO: -0.3398 Ha

```
! wB97M-V def2-TZVPD RIJCOSX def2/J DEFGRID3
* xyz 0 1
C 0.77 1.44 0.17
C 1.19 -1.12 -0.55
H 0.35 1.87 -0.67
H 0.51 1.83 1.17
H 1.74 1.43 0.50
H 0.70 -1.20 -1.55
H 0.99 -2.08 -0.27
H 2.22 -0.86 -0.46
H -2.07 -0.91 0.83
N 0.53 -0.02 0.34
N -0.81 -0.11 0.18
N -1.83 0.30 -0.69
O -1.28 -0.66 1.34
O -3.02 0.10 -0.33
*
```

--- Q ---
ORCA calculation (ωB97M-V with the def2-TZVPD basis set) on a cluster of 2 separate species, C2H7N3O2 in total.

orbital gap: 10.6 eV
HOMO: -0.3563 Ha

```
! wB97M-V def2-TZVPD RIJCOSX def2/J DEFGRID3
* xyz 0 1
C -0.64 -0.07 0.57
C -2.07 -0.36 0.95
N 1.95 -0.33 -1.69
N 2.24 0.80 0.14
N 2.56 -0.20 -0.56
O -0.33 1.21 0.60
O 0.15 -0.92 0.24
H -2.74 0.17 0.27
H -2.25 -1.43 0.89
H -2.26 0.00 1.95
H 2.05 -1.22 -2.15
H 1.14 0.25 -1.91
H 0.66 1.30 0.38
H 2.84 0.83 0.97
*
```

Verdict on stability: P comes out at the bottom.

--- P ---
ORCA calculation (ωB97M-V with the def2-TZVPD basis set) on a structure of composition C5H7CuO5.

orbital gap (alpha / beta): 5.2 / 5.0 eV
HOMO (alpha / beta): -0.2116 / -0.3225 Ha
<S²>: 2.008

```
! wB97M-V def2-TZVPD RIJCOSX def2/J DEFGRID3
* xyz 0 3
O -1.95 -1.45 3.41
C -1.01 -0.82 2.98
O 0.03 -0.36 3.33
O -1.56 -1.11 0.15
C -1.41 -0.26 1.01
O -2.32 0.78 0.83
C -2.20 2.08 1.42
C -2.98 3.06 0.59
O -4.21 2.46 0.19
C -5.12 3.37 -0.39
Cu -3.86 0.06 -0.25
H -1.14 2.35 1.44
H -2.63 2.00 2.43
H -2.41 3.34 -0.31
H -3.17 3.96 1.19
H -6.00 2.81 -0.70
H -5.41 4.14 0.35
H -4.67 3.86 -1.27
*
```

--- Q ---
ORCA calculation (ωB97M-V with the def2-TZVPD basis set) on a structure of composition C5H7CuO5.

orbital gap (alpha / beta): 8.0 / 6.1 eV
HOMO (alpha / beta): -0.2771 / -0.3439 Ha
<S²>: 2.007

```
! wB97M-V def2-TZVPD RIJCOSX def2/J DEFGRID3
* xyz 0 3
O 2.40 0.23 3.47
C 1.23 0.33 3.45
O 0.17 0.00 3.84
O 1.58 2.53 1.03
C 0.92 1.57 1.44
O -0.10 1.32 0.50
C -0.88 0.13 0.58
C -1.06 -0.52 -0.76
O 0.19 -0.64 -1.40
C 0.14 -1.34 -2.62
Cu 0.53 2.54 -0.94
H -1.85 0.42 0.99
H -0.38 -0.57 1.25
H -1.74 0.08 -1.39
H -1.52 -1.51 -0.61
H 1.13 -1.26 -3.08
H -0.14 -2.39 -2.45
H -0.60 -0.90 -3.31
*
```

Verdict on stability: P comes out at the bottom.

--- P ---
ORCA calculation (ωB97M-V with the def2-TZVPD basis set) on a cluster of 2 separate species, FHI2OP in total.

orbital gap: 7.8 eV
HOMO: -0.5604 Ha

```
! wB97M-V def2-TZVPD RIJCOSX def2/J DEFGRID3
* xyz 1 1
O 0.37 -0.35 2.48
F -1.65 0.70 -1.44
P 0.93 -0.48 1.15
I 2.53 0.91 0.12
I -0.11 -2.09 -0.38
H -2.07 1.32 -1.94
*
```

--- Q ---
ORCA calculation (ωB97M-V with the def2-TZVPD basis set) on a structure of composition FHI2OP.

orbital gap: 7.0 eV
HOMO: -0.5046 Ha

```
! wB97M-V def2-TZVPD RIJCOSX def2/J DEFGRID3
* xyz 1 1
O 1.45 0.38 -0.42
F 0.89 -1.46 1.22
P 1.13 0.10 1.12
I -2.89 0.27 -1.51
I -1.92 0.60 0.90
H 1.34 0.10 -1.31
*
```

Verdict on stability: P comes out at the bottom.

--- P ---
ORCA calculation (ωB97M-V with the def2-TZVPD basis set) on a cluster of 2 separate species, CN2O3S in total.

orbital gap (alpha / beta): 9.1 / 7.3 eV
HOMO (alpha / beta): -0.3302 / -0.3238 Ha

```
! wB97M-V def2-TZVPD RIJCOSX def2/J DEFGRID3
* xyz 0 1
C -1.13 -1.08 0.13
N -0.10 -0.60 -0.17
N -0.38 2.69 -0.77
O -2.21 -1.23 0.46
O -0.36 1.80 -0.04
O 2.56 -1.08 0.67
S 1.61 -0.51 -0.28
*
```

--- Q ---
ORCA calculation (ωB97M-V with the def2-TZVPD basis set) on an isolated molecule of CN2O3S.

orbital gap (alpha / beta): 9.0 / 9.0 eV
HOMO (alpha / beta): -0.4052 / -0.4051 Ha

```
! wB97M-V def2-TZVPD RIJCOSX def2/J DEFGRID3
* xyz 0 1
C -1.22 0.82 0.62
N -1.91 1.55 0.10
N 2.04 0.00 -0.45
O 0.25 -1.95 -0.21
O 0.70 0.31 -1.15
O -0.54 -0.11 1.11
S 0.67 -0.61 -0.02
*
```

Verdict on stability: Q comes out at the bottom.

--- P ---
ORCA calculation (ωB97M-V with the def2-TZVPD basis set) on a cluster of 2 separate species, C5H13N3O2 in total.

orbital gap: 9.1 eV
HOMO: -0.3117 Ha

```
! wB97M-V def2-TZVPD RIJCOSX def2/J DEFGRID3
* xyz 0 1
C -2.72 0.45 1.49
C -1.41 0.47 2.24
O -0.83 1.58 2.92
O -0.91 -0.57 2.39
H -2.76 1.12 0.72
H -3.65 0.75 2.08
H -2.89 -0.41 1.00
C 0.35 -0.01 -2.11
C -1.12 -0.01 -1.54
C 2.33 -0.37 -0.37
N 1.06 -0.77 -1.07
N 2.68 0.81 -0.54
N 2.86 -1.58 0.29
H 0.75 -0.44 -3.01
H 0.90 0.93 -2.14
H -1.40 -1.07 -1.47
H -1.77 0.42 -2.20
H 0.47 -1.28 -0.37
H -0.55 2.40 2.33
H 3.63 1.10 -0.28
H 2.36 -2.44 0.33
H 3.78 -1.80 -0.08
H -1.17 0.75 -0.61
*
```

--- Q ---
ORCA calculation (ωB97M-V with the def2-TZVPD basis set) on an isolated molecule of C5H13N3O2.

orbital gap: 9.5 eV
HOMO: -0.3453 Ha

```
! wB97M-V def2-TZVPD RIJCOSX def2/J DEFGRID3
* xyz 0 1
C -1.48 1.35 -0.62
C 0.04 -0.34 2.06
C 0.03 1.00 -0.75
C 2.01 -0.40 -0.36
C 0.42 -0.47 -0.43
N 0.06 -1.45 -1.45
N -0.24 -1.01 0.72
N 2.51 -0.13 -1.67
O 2.51 -1.02 -2.57
O 2.78 1.02 -1.94
H -1.89 1.55 0.43
H -2.19 0.60 -0.86
H -1.83 2.31 -1.12
H 0.91 -0.87 2.49
H 0.30 0.74 1.93
H -0.81 -0.55 2.67
H 0.30 1.17 -1.80
H 0.55 1.63 -0.03
H 2.68 -1.28 -0.15
H 2.49 0.43 0.21
H -0.91 -1.79 -1.25
H 0.43 -1.04 -2.29
H 0.00 -2.01 0.95
*
```

--- R ---
ORCA calculation (ωB97M-V with the def2-TZVPD basis set) on a cluster of 2 separate species, C5H13N3O2 in total.

orbital gap: 10.3 eV
HOMO: -0.3559 Ha

```
! wB97M-V def2-TZVPD RIJCOSX def2/J DEFGRID3
* xyz 0 1
C 1.07 -1.30 -1.39
C 1.21 -2.81 -1.17
C 2.19 -0.45 -0.84
O 3.02 -0.86 -0.06
O 2.23 0.83 -1.16
H 1.01 -1.19 -2.47
H 0.03 -1.07 -0.98
H 0.74 -3.23 -0.30
H 2.30 -3.00 -1.17
H 0.77 -3.39 -2.00
C -2.82 0.75 1.67
C -0.81 1.53 0.64
N -1.94 1.90 1.35
N 0.36 1.44 1.48
N -0.50 1.54 -0.61
H -1.67 2.24 2.27
H 1.05 0.98 0.90
H 0.71 2.34 1.73
H -1.15 1.26 -1.38
H 1.51 1.27 -1.65
H -2.38 -0.07 2.23
H -3.15 0.34 0.68
H -3.76 0.95 2.23
*
```

Verdict on stability: Q comes out at the bottom.

--- P ---
ORCA calculation (ωB97M-V with the def2-TZVPD basis set) on the ion C7H10N with charge +1.

orbital gap: 9.8 eV
HOMO: -0.5413 Ha

```
! wB97M-V def2-TZVPD RIJCOSX def2/J DEFGRID3
* xyz 1 1
C -1.22 -0.42 -0.80
C -0.29 -1.32 -0.21
C -2.24 0.54 -0.59
C 0.19 1.29 -0.44
C 0.75 -0.10 0.18
C 1.20 0.01 1.51
C 1.10 -1.21 -0.73
N -0.93 0.80 -1.13
H -2.99 0.71 -1.38
H -2.36 0.83 0.48
H -0.14 2.05 0.27
H 0.86 1.86 -1.08
H 1.69 1.00 1.79
H 1.90 -0.72 1.80
H 0.32 -0.04 2.06
H 1.16 -1.01 -1.87
H -0.66 -2.19 0.50
H 1.66 -2.06 -0.37
*
```

--- Q ---
ORCA calculation (ωB97M-V with the def2-TZVPD basis set) on a cluster of 2 separate species, C7H10N in total.

orbital gap: 9.0 eV
HOMO: -0.5114 Ha

```
! wB97M-V def2-TZVPD RIJCOSX def2/J DEFGRID3
* xyz 1 1
C 0.15 -0.96 0.09
C -0.06 0.24 0.74
C -0.52 1.56 -0.05
C -1.32 1.05 0.83
C 3.82 -0.82 -1.23
C 3.15 0.15 -1.34
C -2.56 0.62 1.38
N -0.41 -1.19 -1.09
H 0.72 -1.72 0.62
H 0.57 0.44 1.63
H -0.29 2.21 -0.84
H 4.60 -1.45 -1.14
H 2.41 0.80 -1.38
H -3.35 1.34 1.37
H -2.27 0.38 2.38
H -3.05 -0.04 0.75
H -0.48 -2.11 -1.47
H -1.11 -0.49 -1.23
*
```

Verdict on stability: Q comes out at the bottom.

--- P ---
ORCA calculation (ωB97M-V with the def2-TZVPD basis set) on a structure of composition C4H12N2.

orbital gap: 9.0 eV
HOMO: -0.2907 Ha

```
! wB97M-V def2-TZVPD RIJCOSX def2/J DEFGRID3
* xyz 0 1
C -0.48 -0.25 -0.58
C 1.43 0.28 -0.52
C -1.33 0.83 0.03
C 1.87 1.15 0.63
N 0.05 -1.30 0.10
N -1.76 -1.95 -0.07
H 0.05 -1.10 1.11
H -0.58 -0.39 -1.65
H -2.28 -2.48 0.63
H -1.75 -2.57 -0.88
H 2.12 -0.54 -0.71
H 1.32 0.85 -1.45
H -1.39 0.71 1.12
H -0.92 1.82 -0.18
H -2.35 0.78 -0.37
H 2.04 0.56 1.54
H 2.81 1.66 0.40
H 1.14 1.93 0.86
*
```

--- Q ---
ORCA calculation (ωB97M-V with the def2-TZVPD basis set) on a cluster of 2 separate species, C4H12N2 in total.

orbital gap: 9.9 eV
HOMO: -0.3332 Ha

```
! wB97M-V def2-TZVPD RIJCOSX def2/J DEFGRID3
* xyz 0 1
C -3.01 1.73 0.70
C -1.48 1.67 0.57
C -0.89 1.06 -0.70
H -3.37 2.66 0.25
H -3.27 1.72 1.76
H -3.52 0.92 0.17
H -1.07 1.18 1.46
H -1.06 2.66 0.70
H 0.19 0.96 -0.59
H -1.47 0.16 -0.95
H -1.03 1.70 -1.57
N 2.06 -1.91 -0.84
C 2.93 -2.34 0.11
N 4.19 -2.42 -0.09
H 1.08 -2.08 -0.78
H 2.54 -1.76 -1.71
H 2.53 -2.81 1.00
H 4.62 -3.10 0.51
*
```

--- R ---
ORCA calculation (ωB97M-V with the def2-TZVPD basis set) on an isolated molecule of C4H12N2.

orbital gap: 9.9 eV
HOMO: -0.3193 Ha

```
! wB97M-V def2-TZVPD RIJCOSX def2/J DEFGRID3
* xyz 0 1
N 1.23 1.49 1.32
C -0.18 1.06 1.47
C -0.26 -0.44 1.21
N 0.27 -0.77 -0.13
C -0.71 -1.05 -1.18
C -0.38 -0.43 -2.52
H 1.27 2.48 1.52
H 1.46 1.41 0.33
H -0.45 1.22 2.52
H -0.85 1.57 0.78
H -1.32 -0.74 1.22
H 0.32 -0.96 1.97
H 0.94 -1.52 -0.03
H -1.68 -0.75 -0.78
H -0.86 -2.15 -1.26
H 0.14 -1.14 -3.16
H -1.30 -0.13 -3.01
H 0.28 0.42 -2.37
*
```

Verdict on stability: P comes out at the bottom.

--- P ---
ORCA calculation (ωB97M-V with the def2-TZVPD basis set) on a cluster of 2 separate species, C4H12N2 in total.

orbital gap: 9.6 eV
HOMO: -0.3125 Ha

```
! wB97M-V def2-TZVPD RIJCOSX def2/J DEFGRID3
* xyz 0 1
C -2.29 -1.09 -0.32
C -0.28 0.97 0.78
N -1.89 -1.02 -1.52
H -2.47 -0.45 -2.13
H -0.03 -0.60 -1.55
H -3.20 -0.62 0.07
H -1.73 -1.72 0.37
H 0.07 1.95 0.42
H -1.32 0.94 0.49
H -0.21 0.97 1.87
C 2.22 0.30 0.76
C 0.86 -0.12 0.23
N 0.89 -0.27 -1.19
H 1.13 0.61 -1.64
H 0.58 -1.08 0.67
H 2.97 -0.43 0.48
H 2.19 0.39 1.84
H 2.51 1.27 0.35
*
```

--- Q ---
ORCA calculation (ωB97M-V with the def2-TZVPD basis set) on an isolated molecule of C4H12N2.

orbital gap: 10.0 eV
HOMO: -0.3266 Ha

```
! wB97M-V def2-TZVPD RIJCOSX def2/J DEFGRID3
* xyz 0 1
C 1.91 0.54 0.06
C 0.76 -0.53 0.38
C 1.22 -1.94 0.23
N -0.47 -0.26 -0.40
C -1.27 0.89 0.25
N -2.27 1.42 -0.60
H 1.67 1.31 0.76
H 2.87 0.05 0.28
H 1.80 0.86 -1.02
H 0.45 -0.51 1.54
H 2.26 -2.04 0.66
H 0.73 -2.73 0.80
H 1.43 -2.60 -0.58
H -1.03 -1.11 -0.37
H -1.49 0.51 1.25
H -0.52 1.68 0.63
H -2.90 0.83 -1.01
H -1.86 1.82 -1.47
*
```

Verdict on stability: Q comes out at the bottom.

--- P ---
ORCA calculation (ωB97M-V with the def2-TZVPD basis set) on a structure of composition C4H12N2.

orbital gap: 9.7 eV
HOMO: -0.3143 Ha

```
! wB97M-V def2-TZVPD RIJCOSX def2/J DEFGRID3
* xyz 0 1
C 2.24 -1.43 -2.18
C -1.57 1.15 2.41
C -2.22 -0.04 0.65
C 1.96 -0.74 -0.83
N 0.82 -0.18 -0.52
N -1.39 0.81 1.04
H 1.95 -2.53 -2.09
H 1.62 -1.00 -2.99
H 3.24 -1.21 -2.37
H -1.98 0.34 2.87
H -0.58 1.38 2.75
H -2.21 2.00 2.46
H -2.87 -0.52 1.36
H 0.01 1.43 0.00
H -2.29 -0.31 -0.45
H 2.81 -0.48 -0.24
H 0.36 1.73 -0.67
H 0.08 -0.41 -1.20
*
```

--- Q ---
ORCA calculation (ωB97M-V with the def2-TZVPD basis set) on an isolated molecule of C4H12N2.

orbital gap: 10.0 eV
HOMO: -0.3229 Ha

```
! wB97M-V def2-TZVPD RIJCOSX def2/J DEFGRID3
* xyz 0 1
C 2.20 -0.17 0.87
N 0.90 -0.84 0.71
C -0.20 0.07 1.03
C -0.57 0.98 -0.11
C -0.85 0.24 -1.42
N -2.03 -0.63 -1.28
H 2.32 0.20 1.91
H 3.01 -0.86 0.66
H 2.23 0.73 0.26
H 0.87 -1.57 1.41
H 0.00 0.66 1.94
H -1.08 -0.53 1.32
H 0.27 1.66 -0.33
H -1.46 1.59 0.05
H 0.01 -0.31 -1.73
H -1.13 0.99 -2.16
H -2.64 -0.62 -2.08
H -1.85 -1.59 -1.04
*
```

--- R ---
ORCA calculation (ωB97M-V with the def2-TZVPD basis set) on an isolated molecule of C4H12N2.

orbital gap: 9.6 eV
HOMO: -0.3124 Ha

```
! wB97M-V def2-TZVPD RIJCOSX def2/J DEFGRID3
* xyz 0 1
C -1.10 1.65 0.98
N 0.04 1.56 -0.05
C 1.62 -0.45 0.64
C 0.52 0.13 -0.31
C -0.78 -0.79 -0.48
N -0.36 -2.00 -1.34
H -0.80 1.00 1.88
H -1.10 2.68 1.52
H -1.89 1.46 0.36
H 0.80 2.21 0.22
H 2.48 0.18 1.13
H 2.13 -1.13 -0.08
H 1.18 -0.85 1.51
H 1.00 0.18 -1.28
H -1.31 -1.09 0.36
H -1.41 -0.23 -1.19
H 0.03 -1.90 -2.32
H -1.03 -2.62 -1.56
*
```

Verdict on stability: P comes out at the bottom.

--- P ---
ORCA calculation (ωB97M-V with the def2-TZVPD basis set) on a cluster of 2 separate species, C4H12N2 in total.

orbital gap: 10.1 eV
HOMO: -0.3291 Ha

```
! wB97M-V def2-TZVPD RIJCOSX def2/J DEFGRID3
* xyz 0 1
C -3.01 -0.92 0.12
C -2.41 -0.16 -1.04
N -1.03 -0.56 -1.35
H -3.02 -2.00 -0.08
H -4.04 -0.54 0.22
H -2.53 -0.79 1.09
H -2.30 0.90 -0.83
H -3.13 -0.24 -1.86
H -0.91 -1.53 -1.61
H -0.60 0.08 -1.99
C 2.15 0.03 1.93
C 2.08 0.99 0.98
N 2.69 0.92 -0.32
H 2.71 -0.90 1.85
H 1.34 0.06 2.65
H 1.90 2.01 1.32
H 3.70 0.88 -0.24
H 2.45 -0.01 -0.67
*
```

--- Q ---
ORCA calculation (ωB97M-V with the def2-TZVPD basis set) on an isolated molecule of C4H12N2.

orbital gap: 9.2 eV
HOMO: -0.2968 Ha

```
! wB97M-V def2-TZVPD RIJCOSX def2/J DEFGRID3
* xyz 0 1
N -0.90 -1.75 -1.53
C -0.39 -2.01 -0.19
C -0.54 -0.77 0.66
N 0.34 0.28 0.20
C 0.02 1.65 0.43
C 1.27 2.54 0.57
H -0.83 -2.57 -2.12
H -0.34 -1.03 -1.97
H -0.95 -2.82 0.26
H 0.67 -2.33 -0.18
H -0.37 -0.99 1.72
H -1.58 -0.47 0.55
H 1.10 -0.04 -0.38
H -0.57 1.71 1.34
H -0.62 2.06 -0.37
H 1.53 2.95 -0.40
H 1.18 3.28 1.34
H 2.10 1.86 0.82
*
```

Verdict on stability: P comes out at the bottom.